Record 1
The following is a quantum chemistry calculation of a molecular structure, F6N3NaO12S6 in a non-equilibrium geometry, from the OMol25 dataset.

Results
HOMO level, eV: -5.15
Total charge: -2
Spin multiplicity: 1
Orbital gap, eV: 9.17
Energy relative to the best compared isomer or geometry (same formula, charge and spin), eV: 1.110
E_tot, a.u.: -4217.930068

Positions of all 28 atoms, in Å:
N -1.44308 -2.10402 1.11237
S -1.88196 -2.43721 -0.36931
O 4.48158 0.79305 1.17684
S 2.95500 -0.56680 -0.84577
O -0.21338 2.83767 0.77114
O 2.95559 0.49870 -1.79730
F 1.92034 -1.63274 -1.41404
N 2.19285 -0.33376 0.60718
O -3.27923 -3.71752 2.16080
S 3.41920 -0.10102 1.51556
N -1.67364 2.83508 -1.56499
O 3.77095 -1.27330 2.24649
F -2.17276 4.11941 0.46672
F -1.52629 1.12976 -3.23527
F -2.49005 -1.76142 3.30960
O -3.97948 -1.50955 1.55325
Na -0.02975 0.00402 0.92874
S -2.87778 -2.36795 1.85762
O -0.18742 0.86572 -1.24499
O 0.41393 2.39653 -3.02352
S -0.61265 1.88261 -2.16766
F 2.57259 0.78743 2.61762
F -0.56568 -1.87525 -1.04774
O -1.88358 -3.85025 -0.71170
O -2.81938 -1.58259 -1.04440
S -0.84471 3.55603 -0.31441
O -0.32578 4.82424 -0.76137
O 4.12456 -1.41685 -0.78146

***

Record 2
The following is a quantum chemistry calculation of 3 unconnected molecules or ions with the total composition C40H85N7O8P2SSi in a non-equilibrium geometry, from the OMol25 dataset.

Results
HOMO level, eV: -8.00
Total charge: 0
Spin multiplicity: 1
Orbital gap, eV: 6.96
SMILES string: CC(=O)OCCCCCCCC[C@@]1(COc2cc(C)ccc2C(C)C)C[C@@H](N)[C@H]([Si](C)(C)C)S(=O)(=O)O1.CN(C)P(=O)(N(C)C)N(C)C.CN(C)P(=O)(N(C)C)N(C)C
E_tot, a.u.: -3929.792108

Positions of all 144 atoms, in Å:
N -7.15782 4.46262 -7.62758
H -0.38124 0.70294 11.21926
C -1.67739 -5.50626 1.95758
O 2.75472 -6.74912 2.32049
H 2.61232 0.92885 -3.61547
O 0.05227 0.79289 -3.64559
H 5.37839 -1.87530 -4.93505
H -3.86301 7.11446 -8.40378
H 3.13277 -1.22100 -6.07477
H -8.48787 6.03371 -7.07866
H -2.46838 0.05116 7.44860
H -1.03699 3.75221 6.00195
O 3.95866 -1.67652 0.97747
H 5.38568 -4.62167 -1.34916
C -0.30857 3.11331 -5.00804
H 5.30890 -0.10547 -5.57896
S 2.32323 -5.44670 1.53867
H 3.81869 -2.08410 -2.42390
H 6.23061 0.61723 -3.51624
C 5.37259 -0.16106 -3.27427
H 2.18490 -0.44678 5.77970
H 2.55274 -7.84738 -0.67061
C -3.48478 6.09454 -8.51210
N -0.68349 3.62020 8.71916
H 0.82719 -7.15213 0.47022
N -1.31942 0.96195 9.32342
H 2.58602 -1.75437 -0.65561
C 1.05797 -5.99752 0.27196
H 0.24012 -0.35773 9.92754
H -2.51886 2.09451 10.65637
C -0.57035 -3.18904 0.08970
H 1.99411 -2.52893 0.96290
C 4.70326 -2.97454 3.23219
C 2.51014 1.77102 3.63283
H -1.13707 0.08807 6.28331
H -8.19704 2.83080 -8.47679
C 3.46871 -3.92207 -0.29577
C 3.71792 -2.33103 5.78770
N -5.08120 3.82473 -6.48617
H -0.07606 -0.55565 2.41164
C 0.34265 4.58566 8.30217
H 3.67695 -2.57130 6.93722
H -2.97732 4.25130 -6.45442
C -1.70186 -5.80568 -1.12919
C 2.92476 -2.44113 0.26031
H 0.13479 0.15317 4.22665
H -1.95236 5.25243 9.16275
C 0.80997 0.09551 -4.73720
H -3.42683 3.31103 -8.42726
H 5.14492 -3.17611 -3.20186
H -0.23514 2.25853 5.49014
C -7.21450 3.31891 -8.52573
C 4.67484 -3.27032 4.84462
H -6.93723 2.92342 -5.82569
H -1.30728 -0.70045 10.66290
C 2.44590 0.43348 -4.66438
H -2.36385 4.43119 7.66228
H -2.77726 -5.10529 1.72409
C -3.79932 4.03321 -5.77431
C 2.02112 0.40991 2.79264
H -0.20984 -2.62658 1.05996
O 0.82003 1.94836 9.40995
Si -0.63938 -5.09291 0.36163
H 2.11411 1.70449 4.75650
H -1.24991 -4.92794 2.88050
H 0.02258 -2.83469 -0.85473
O -2.24431 1.59767 -4.09417
N -1.59426 2.00593 7.11965
C 5.93970 -1.28513 -2.17652
C 2.90254 -0.83028 3.40516
H 6.43749 -4.74307 4.57287
H -1.69723 -2.83581 -0.08531
C -4.10514 3.86465 -9.08397
H 2.77638 -1.80321 -4.31829
H 2.65002 1.15642 -5.57520
H 3.68902 1.81893 3.70255
H -6.17167 4.00378 -4.65165
H -1.64234 -6.98458 -1.12711
H -1.13027 -5.46441 -2.12000
H 5.37595 -3.68313 2.54620
C -0.65816 0.11928 10.33523
H -0.49917 3.00722 -6.16297
H 6.98300 -1.64114 -2.62864
O 1.74029 -4.49967 2.65154
H -3.87627 4.85443 -5.05294
P -5.70872 5.32493 -7.21005
H 0.37292 4.70663 7.21943
H 4.53574 0.43568 -2.71075
C 0.39172 0.29233 3.09276
H 3.75484 -6.73035 -1.06167
C 5.60144 -4.53993 5.38202
C 3.84669 -1.81560 2.43809
C -1.99021 4.26814 8.67800
H -1.77671 -6.66393 2.09868
C -1.99891 0.64843 6.66326
H -3.14609 0.48634 10.27267
H 6.00855 -4.39970 6.47024
H -5.52954 2.37454 -4.97753
H -7.04126 3.60900 -9.56558
C 2.56791 -4.52747 -1.52358
C -0.89805 1.76349 -4.22015
H -2.75165 3.73260 9.23192
H -9.28005 4.64140 -7.77622
H 0.32068 0.42620 -5.75036
O -6.25457 6.62986 -7.83970
C 4.96305 -3.57498 -0.96513
C -8.37788 5.25937 -7.84610
C 3.29344 -0.94611 -4.92435
N -4.58126 5.11646 -8.50491
C 1.78471 -5.92827 -1.19547
H 6.10939 -0.82650 -1.10634
H 5.74360 -3.22594 -0.13270
H 3.18646 -4.72576 -2.52539
H 2.14132 2.76779 3.14289
N 2.79620 -7.05518 -1.31951
H 2.19795 0.62954 1.65634
H 0.57817 -1.04789 -4.59456
C -2.61507 1.35361 9.85808
H -6.51330 2.53323 -8.23381
C -1.17262 2.67983 5.87005
H -2.92321 6.07355 -9.45306
H -3.55922 4.05040 -10.01816
H -3.28435 1.72665 9.07892
C 2.85474 -1.11287 5.05045
H -4.90568 3.19631 -9.37700
H 0.17770 5.57517 8.74361
H -2.77824 5.92122 -7.70052
O 3.74225 -4.85759 0.80448
H -3.48991 3.12717 -5.23826
H -1.93792 2.58558 5.08938
H -2.79121 -5.37743 -1.15361
H 1.33839 4.26900 8.62352
H 0.96402 -6.11940 -2.02192
C -5.97493 3.26441 -5.43634
C 4.88208 -2.53523 -2.22958
H -8.37113 5.73432 -8.83262
H 4.90582 -5.50444 5.36605
H -0.11205 1.31906 2.74918
H -0.73546 4.10786 -4.56022
H -2.75453 0.71075 5.87211
P -0.30308 1.97514 8.34452
H 1.77599 -3.69022 -1.82603
C 4.91514 -0.81707 -4.70503
H 0.86744 3.13892 -4.84059

***

Record 3
The following is a quantum chemistry calculation of 6 unconnected molecules or ions with the total composition C29H53BrN2O8 in a non-equilibrium geometry, from the OMol25 dataset.

Results
HOMO level, eV: -9.01
Total charge: 0
Spin multiplicity: 1
Orbital gap, eV: 8.71
E_tot, a.u.: -4422.198514

Positions of all 93 atoms, in Å:
H 6.02023 3.76886 2.37518
O -3.24752 1.54650 -1.09959
H -1.29222 1.45995 -0.00835
O -4.49474 0.68968 0.51932
C -2.09109 -5.21979 1.07359
C -1.21460 -2.92700 -0.57021
H -0.24976 -6.07122 0.40512
H -1.76545 1.24340 -8.09189
H 6.12552 2.47615 3.55290
H -3.71603 3.53708 -5.13736
C 1.92628 -0.04446 -2.93740
H -0.24061 -4.42013 -1.73758
H -3.08745 -5.13609 0.61177
H 4.42262 1.13355 -0.95119
H 6.55863 0.97272 1.73398
H -2.43027 5.35089 -3.97139
C -5.44409 3.27913 3.45958
H -0.96606 1.87897 2.13032
H 6.89789 0.98557 4.45021
C -1.80845 0.01348 2.75907
C -1.40970 -0.53934 -0.00297
O 6.45540 -0.93538 3.93912
O -2.70711 2.00294 -4.20505
H -3.78926 -3.68018 -2.23034
C -1.25694 -1.37863 3.24144
C -2.50820 0.63566 -7.57207
C -0.65957 -1.73349 -0.09389
H -4.78113 3.97700 2.94633
H -3.37275 1.94083 -3.50775
C -1.89328 -0.66061 -7.08674
H 1.26153 -2.60679 0.51825
C -4.71075 1.99185 3.78017
C 7.19759 -0.01742 4.73931
H 9.26334 0.49762 5.12796
H 0.25747 0.61730 2.25628
H -1.95127 0.58781 3.69140
H -4.31566 -1.67446 -1.14731
H -1.44430 4.11751 -3.15920
H 8.98926 -1.22369 4.79713
C -0.40541 -4.21257 -0.66483
H -4.35961 1.51760 2.86566
C 2.73473 -0.16416 -0.24948
C 5.44838 2.97880 2.86429
C 1.18822 -0.77786 -2.02400
O 5.97782 1.41570 1.10593
H 3.01523 -0.20592 0.80435
H 0.59496 -4.13019 -0.22668
N -0.86736 0.65647 0.44448
H -1.88865 -4.29194 1.63003
H 0.28664 -1.27859 -2.38008
C 3.51757 0.57976 -1.20729
H -5.36799 1.28918 4.30342
H -6.31123 3.08703 2.82632
C 4.90436 1.99988 1.83940
C 1.60102 -0.82986 -0.69301
C -0.77543 0.81220 1.92426
C -3.26750 -1.67900 -0.84113
O -0.80219 -0.39464 -6.20916
C -2.57554 -2.85688 -0.97249
H 4.63901 3.43452 3.43799
H -0.16214 -1.25829 3.30461
C 8.68805 -0.20871 4.52712
C -3.57435 0.65953 -0.28673
H -2.63626 -1.26535 -6.55487
H 1.58074 0.00159 -3.97132
C 0.79429 -1.62733 0.36467
H 3.62587 1.16536 -3.29022
H -1.14881 0.11496 -5.46515
H -2.80258 -0.06158 2.29658
H -2.86768 1.22226 -6.72397
O -3.22256 -3.93690 -1.49282
H -3.88117 2.66682 5.41289
H -1.61726 -1.57049 4.26140
C -1.06727 -5.49078 -0.04548
C -2.73019 3.33691 -4.70278
H 8.94524 -0.06734 3.47602
H 4.23893 2.48668 1.12711
H -1.53022 -2.20192 2.56812
C -2.42273 4.32601 -3.59433
H 6.93237 -0.16644 5.79085
O -3.56818 2.25516 4.60149
H -2.14997 -6.04910 1.79138
H -1.51129 -1.24492 -7.92376
H -1.98426 3.40643 -5.49525
H 6.71216 -1.82544 4.19948
Br -1.77996 -6.67380 -1.45673
N -2.69162 -0.57066 -0.36589
H -3.34435 0.45042 -8.24984
H 0.87176 -1.08477 1.31629
C 3.07924 0.61399 -2.51937
H -3.15598 4.24299 -2.78925
H -5.78150 3.77124 4.37655
H 4.34719 1.19820 2.33710

***

Record 4
The following is a quantum chemistry calculation of a molecular structure, C42H33N12O4SeTi, from the OMol25 dataset.

Results
HOMO level (alpha / beta), eV: -3.15 / -4.41
Total charge: -1
Spin multiplicity: 3
Orbital gap (alpha / beta), eV: 4.10 / 5.37
Energy relative to the best compared isomer or geometry (same formula, charge and spin), eV: 1.856
E_tot, a.u.: -5829.465053

Positions of all 93 atoms, in Å:
N 0.95509 0.83322 -0.66824
C -0.57898 4.67052 -1.37133
O -0.74202 0.16189 2.78587
C 0.66784 -2.95124 -2.05656
C -0.63427 2.52986 -0.19057
C -2.95705 -3.03453 -0.96693
N -3.48419 -2.83901 -2.24037
H 3.41556 3.86658 2.69300
C 2.95174 2.97645 3.10655
O -2.77584 -0.52146 3.44298
C 1.57070 -3.27321 -0.87021
C -1.28242 0.42889 -4.51147
C 2.84079 1.84255 2.30189
C 1.11380 2.88113 -1.91741
H -3.89804 3.28599 1.57754
C 0.58009 4.22196 -2.12204
H 0.97326 -0.43646 5.78977
C 3.23396 -3.78591 1.23711
C 3.03795 -4.76766 0.27808
C -1.21769 3.77426 -0.41697
H 2.03944 -5.20866 -1.60291
H -2.88239 5.02670 0.08233
N 1.08615 5.07775 -2.96355
C -2.19264 -2.24776 -0.16137
H -0.86348 0.76184 -5.45645
N -1.15368 1.62324 0.64449
N -0.99513 5.87961 -1.61730
N 1.72577 -2.34823 0.07958
H -1.54023 0.67141 -1.51461
C -1.75122 -2.87572 1.09269
H 0.70157 -1.12047 4.18158
H 3.63460 0.86455 0.55926
N -1.46283 -4.03825 2.79266
C -3.26355 -0.36062 -2.16851
H -1.63340 -4.76105 3.46938
N -0.65632 -2.36016 1.72693
H 0.26668 -3.03803 3.53972
C 2.55837 -2.58428 1.08976
H 1.71415 1.75313 5.99088
H 2.27591 -0.64996 -1.13139
C 1.43038 -0.62828 4.81735
H -2.73134 1.11093 1.85281
H 3.89881 -3.90731 2.08024
H -4.01464 0.89743 -0.57793
N -2.28427 -3.89534 1.72824
N -1.68237 -0.98018 -0.28735
C -1.66981 -0.04393 3.64864
C -4.25571 -0.06785 -1.03078
H -2.80639 1.87125 -4.81444
Se 0.09187 6.55949 -2.86363
H 0.75778 -0.68551 -5.56760
C 2.57314 1.06955 -2.41064
C 1.88646 0.64766 4.17462
N 0.10349 -1.78080 -1.87446
H 3.36858 0.60396 -2.97511
H 2.59568 3.86002 5.02882
C -2.51419 1.05339 -4.15989
H -5.26596 -0.00087 -1.44285
O 0.49874 -3.82459 -2.92113
C 1.96178 0.34837 -1.39019
H -3.14110 -4.03115 -0.58832
C -3.59669 -1.69712 -2.78817
N 1.96527 -0.41533 1.93800
H -4.24378 -0.83019 -0.25598
C 2.15277 2.34865 -2.67918
C 2.51480 2.97021 4.41597
H 4.44637 2.36868 0.99952
C -3.39875 0.74425 -3.18252
C 2.01123 1.79227 4.94831
O 3.74216 -1.56553 2.86257
H -4.30870 1.33493 -3.12399
C 2.80044 -1.45276 2.06636
C 2.21165 -4.50428 -0.80128
H 2.59864 2.94701 -3.46273
C 0.63409 -1.15291 -4.58951
C -0.55352 -0.57444 -3.86302
C 3.47611 1.87254 0.93681
Ti -0.09716 -0.37760 0.91961
C -0.76081 -1.01147 -2.55141
C -2.40426 4.07005 0.24748
H 2.28049 -1.30066 4.94434
C -1.80070 -0.38525 -1.60372
C -0.50392 -3.11617 2.79203
H 3.54161 -5.72366 0.36210
C -2.95804 3.11544 1.07175
C 0.53582 2.07940 -0.93858
H 0.53011 -2.23234 -4.70991
C -2.30763 1.89868 1.24535
H 2.88115 2.42605 0.20605
H -1.38378 0.26708 4.67048
C 2.23459 0.68812 2.80963
H -3.97570 -1.67864 -3.81051
H 1.55714 -1.01013 -4.01612